[1]
12
Properties=species:S:1:pos:R:3 method="wB97M-V/def2-TZVPD" smiles="C=C(C=O)SC" relative_energy_ev=1.5452 lumo_ev=-0.20 homo_lumo_gap_ev=8.903 homo_energy_ev=-9.10
C 1.788 -0.741 0.484
C -0.569 0.465 -0.420
C -0.947 1.674 0.071
C -1.483 -0.710 -0.642
H 1.550 -1.789 0.478
H 2.831 -0.675 0.328
H 1.606 -0.268 1.450
H -2.017 1.725 0.369
H -0.236 2.494 0.185
H -1.122 -1.465 -1.370
O -2.547 -0.861 -0.062
S 1.146 0.150 -0.870

***

[2]
35
Properties=species:S:1:pos:R:3 method="wB97M-V/def2-TZVPD" smiles=CNCCNCCN.O.O.O.O relative_energy_ev=2.9580 lumo_ev=0.55 homo_lumo_gap_ev=9.265 homo_energy_ev=-8.71
N 2.800 -1.071 0.318
C 2.174 -1.860 -0.819
C 1.008 -1.429 -1.683
N -0.222 -1.928 -1.114
C -1.379 -1.026 -1.394
C -1.359 0.464 -0.880
N -2.447 0.730 0.113
C -2.062 1.788 1.051
H 3.529 -0.454 -0.035
H 2.138 -0.311 0.552
H 2.998 -2.005 -1.616
H 2.172 -2.854 -0.369
H 1.116 -1.796 -2.726
H 0.859 -0.374 -1.839
H -0.237 -1.935 -0.065
H -2.288 -1.590 -1.114
H -1.498 -1.169 -2.459
H -0.366 0.517 -0.388
H -1.423 1.191 -1.702
H -3.153 1.005 -0.540
H -1.192 1.530 1.626
H -1.952 2.754 0.541
H -2.951 2.027 1.616
H -3.330 -1.815 1.746
H -3.584 -0.448 2.260
O -3.019 -1.207 2.421
H -0.205 -0.890 4.125
H -0.960 -0.631 2.846
O -0.143 -0.392 3.305
H 2.705 1.864 -2.427
H 1.585 2.375 -1.619
O 2.065 2.583 -2.429
H 2.900 1.473 1.523
H 2.991 2.859 0.407
O 2.731 2.023 0.770

***

[3]
116
Properties=species:S:1:pos:R:3 method="wB97M-V/def2-TZVPD" relative_energy_ev=12.5025 lumo_ev=-1.05 homo_lumo_gap_ev=7.708 homo_energy_ev=-8.76
C 23.289 6.623 8.025
C 22.534 7.835 8.505
O 21.156 7.619 8.192
H 22.902 5.712 8.472
H 24.344 6.694 8.213
H 23.068 6.586 6.966
H 22.798 8.863 8.091
H 22.550 7.911 9.557
H 20.604 8.312 8.569
C 13.432 4.635 5.718
C 14.653 4.143 4.900
O 15.245 5.331 4.383
H 12.717 5.074 4.967
H 13.614 5.473 6.320
H 12.991 3.984 6.438
H 14.238 3.583 4.089
H 15.285 3.466 5.382
H 14.766 5.774 3.678
C 15.725 3.249 8.111
C 16.640 3.028 9.401
O 15.885 2.316 10.352
H 14.895 3.941 8.184
H 15.474 2.362 7.568
H 16.411 3.842 7.474
H 16.889 3.993 9.775
H 17.565 2.583 9.213
H 16.583 2.139 11.012
C 21.800 7.515 12.494
C 20.663 8.596 12.555
O 19.976 8.527 11.345
H 22.325 7.702 13.447
H 22.451 7.659 11.740
H 21.489 6.452 12.568
H 21.089 9.564 12.663
H 19.986 8.370 13.372
H 19.216 9.195 11.385
C 19.832 4.476 6.257
C 18.500 3.980 5.771
O 17.821 5.191 5.525
H 20.329 5.253 5.615
H 20.510 3.645 6.301
H 19.721 4.898 7.231
H 18.030 3.274 6.446
H 18.599 3.435 4.888
H 16.933 5.172 5.228
C 16.203 6.793 8.254
C 17.704 6.542 8.262
O 18.141 7.180 9.451
H 15.682 6.393 7.450
H 16.078 7.850 8.065
H 15.601 6.405 9.084
H 18.245 6.981 7.345
H 17.790 5.482 8.216
H 19.015 6.838 9.622
C 13.205 8.094 11.875
O 12.489 7.086 12.512
N 12.816 9.290 11.776
N 14.354 7.884 11.197
H 11.834 9.549 12.068
H 13.506 9.885 11.423
H 15.000 7.042 11.398
H 14.898 8.668 10.728
C 16.463 11.273 4.930
O 17.427 12.152 4.495
N 15.749 10.560 4.099
N 16.372 10.994 6.216
H 15.711 10.784 3.075
H 15.168 9.854 4.459
H 16.898 11.517 6.946
H 15.800 10.133 6.468
C 12.400 6.446 8.615
O 12.730 5.181 9.138
N 12.669 7.596 9.132
N 11.817 6.589 7.466
H 13.258 7.570 10.100
H 12.725 8.471 8.583
H 11.413 5.675 7.084
H 12.156 7.306 6.836
C 19.957 4.608 10.347
O 19.983 3.621 9.478
N 19.389 4.508 11.491
N 20.476 5.757 10.148
H 18.756 3.697 11.560
H 19.015 5.280 12.021
H 20.870 5.807 9.157
H 20.563 6.500 10.821
C 13.903 8.889 6.378
O 14.254 9.504 7.606
N 14.822 8.379 5.635
N 12.702 8.733 5.959
H 15.774 8.019 6.050
H 14.506 7.950 4.797
H 11.867 9.143 6.512
H 12.517 8.409 5.035
C 16.427 10.317 10.842
O 17.714 10.219 11.418
N 15.545 11.182 11.347
N 16.059 9.548 9.891
H 15.767 11.589 12.265
H 14.898 11.706 10.706
H 16.742 8.883 9.553
H 15.275 9.754 9.261
C 16.859 5.935 12.693
O 16.244 5.465 13.815
N 18.072 6.468 12.542
N 16.335 5.845 11.524
H 18.483 6.574 13.503
H 18.370 6.925 11.659
H 15.526 5.228 11.442
H 16.827 6.129 10.612
C 18.818 8.796 5.390
O 17.543 8.255 4.957
H 19.687 8.141 5.443
H 18.596 9.026 6.377
H 19.228 9.685 4.872
H 17.075 8.945 4.536

***

[4]
17
Properties=species:S:1:pos:R:3 method="wB97M-V/def2-TZVPD" relative_energy_ev=4.2426 lumo_ev=0.90 homo_lumo_gap_ev=9.004 homo_energy_ev=-8.11
C 2.223 0.059 -0.629
C 0.898 -0.055 0.068
O -0.098 0.586 -0.745
C -1.172 1.085 0.028
C -1.856 0.030 0.853
C 0.551 -1.485 0.296
O -0.141 -2.055 -0.608
H 2.487 1.101 -0.751
H 2.169 -0.398 -1.617
H 3.004 -0.433 -0.049
H 0.962 0.430 1.048
H -1.856 1.525 -0.699
H -0.808 1.880 0.684
H -2.453 0.464 1.626
H -2.451 -0.674 0.266
H -1.071 -0.716 1.443
H -0.387 -1.344 -1.213

***

[5]
51
Properties=species:S:1:pos:R:3 method="wB97M-V/def2-TZVPD" charge=+1 relative_energy_ev=4.3139 lumo_ev=-5.60 homo_lumo_gap_ev=5.181 homo_energy_ev=-10.78
Li 0.660 -1.232 4.399
Li -2.130 -0.588 3.570
Cl -0.151 -0.309 2.259
C -0.265 3.296 1.645
O -1.566 3.874 1.492
C -2.613 2.904 1.547
C -2.950 2.521 0.128
N -3.006 1.028 -0.168
C -2.433 0.665 -1.519
C -3.214 1.107 -2.806
O -4.428 0.363 -2.821
C -5.151 0.531 -4.011
H -0.274 2.235 1.396
H 0.030 3.283 2.694
H 0.588 3.661 1.072
H -3.440 3.584 1.754
H -2.604 2.149 2.333
H -2.235 3.067 -0.488
H -3.797 3.186 -0.042
H -2.446 0.526 0.506
H -2.362 -0.421 -1.468
H -1.410 0.989 -1.711
H -2.548 0.958 -3.656
H -3.457 2.169 -2.795
H -4.730 0.170 -4.949
H -5.284 1.593 -4.217
H -6.134 0.079 -3.879
C 1.178 1.936 -1.480
O 2.187 0.904 -1.571
C 2.658 0.381 -0.369
C 3.404 -0.936 -0.644
N 3.447 -1.794 0.543
C 4.196 -2.998 0.258
C 3.972 -3.975 1.464
O 2.625 -4.183 1.592
C 2.059 -4.804 2.785
H 0.355 1.658 -0.822
H 0.807 2.289 -2.442
H 1.545 2.849 -1.012
H 1.963 0.235 0.459
H 3.388 1.011 0.141
H 4.427 -0.614 -0.837
H 2.967 -1.443 -1.505
H 2.559 -2.014 0.972
H 5.265 -2.835 0.121
H 3.775 -3.508 -0.608
H 4.543 -3.805 2.378
H 4.482 -4.896 1.180
H 2.077 -5.893 2.750
H 1.038 -4.457 2.624
H 2.434 -4.493 3.760